(1)
{
  "formula": "CH3N2O2",
  "method": "ωB97M-V with the def2-TZVPD basis set",
  "energy_ev": -8147.92392,
  "de_lowest_kcal_mol": 74.01,
  "charge": 1,
  "e_homo_ev": -17.43,
  "smiles": "[NH2+]=C[N+](=O)[O-]",
  "e_lumo_ha": -0.2457,
  "elements": ["N", "C", "N", "O", "O", "H", "H", "H"],
  "positions_angstrom": [[-1.08051, 0.32072, 0.23516], [-0.14502, -0.37425, -0.29763], [1.19106, -0.17006, 0.02371], [1.84352, -0.81131, 0.76994], [1.42211, 0.92672, -0.49204], [-2.03702, 0.24580, -0.06890], [-0.80572, 1.16318, 0.98051], [-0.38842, -1.30079, -1.15076]],
  "forces_ev_per_angstrom": [[2.210, 2.417, 2.294], [-3.657, -3.853, -3.007], [1.212, 2.877, 0.853], [0.242, -0.957, 0.036], [0.767, -0.544, -0.299], [-0.414, -0.123, -0.048], [-1.046, -2.777, -2.428], [0.686, 2.961, 2.599]]
}

(2)
{
  "formula": "CH3N2O2S",
  "method": "ωB97M-V with the def2-TZVPD basis set",
  "energy_ev": -18995.41410,
  "de_lowest_kcal_mol": 43.42,
  "charge": -1,
  "e_homo_ev": -2.40,
  "e_lumo_ha": 0.1314,
  "elements": ["C", "N", "N", "O", "O", "S", "H", "H", "H"],
  "positions_angstrom": [[2.37162, -0.28897, -0.13722], [-1.06381, -0.89642, 0.49894], [-0.59796, 0.41571, 0.77182], [2.95141, 0.40974, 0.56707], [1.91317, -1.02980, -0.88604], [-0.76009, 1.51454, -0.45874], [-0.65243, -1.26998, -0.36526], [-2.08580, -0.89869, 0.36047], [-2.07611, 2.04387, -0.35104]],
  "forces_ev_per_angstrom": [[-0.084, 0.032, 0.066], [-0.448, -0.510, -0.333], [0.757, 0.308, 0.696], [0.504, 0.826, 0.823], [-0.634, -0.802, -0.805], [-0.804, 0.224, -0.293], [-0.189, 0.138, 0.027], [0.318, 0.017, -0.071], [0.580, -0.232, -0.111]]
}

(3)
{
  "formula": "CH3N2O3S",
  "method": "ωB97M-V with the def2-TZVPD basis set",
  "energy_ev": -21043.26087,
  "de_lowest_kcal_mol": 41.57,
  "charge": -1,
  "e_homo_ev": -4.01,
  "e_lumo_ha": 0.1488,
  "elements": ["C", "N", "N", "O", "O", "O", "S", "H", "H", "H"],
  "positions_angstrom": [[-0.04400, -0.45189, 0.53086], [-2.27425, -0.75740, -0.27986], [-0.86076, -0.30710, -0.48165], [2.72016, 1.93463, 0.97614], [1.18278, -0.06083, 0.50226], [2.72247, 1.15978, -1.46217], [1.93971, 1.67016, -0.23369], [-0.32237, -1.00387, 1.40637], [-2.36041, -1.60775, 0.20978], [-2.70333, -0.57572, -1.16804]],
  "forces_ev_per_angstrom": [[-1.114, 0.357, -2.614], [2.392, 2.710, 0.180], [-0.726, -0.362, 1.163], [-0.077, -0.074, -0.949], [0.683, 0.092, 0.310], [-1.856, 1.367, 3.552], [1.698, -1.489, -2.464], [-0.469, -0.409, 0.897], [-0.284, -1.301, -0.137], [-0.249, -0.890, 0.063]]
}

(4)
{
  "formula": "CH3N2O3S",
  "method": "ωB97M-V with the def2-TZVPD basis set",
  "energy_ev": -21042.15152,
  "de_lowest_kcal_mol": 67.15,
  "charge": -1,
  "e_homo_ev": [-3.73, -3.73],
  "e_lumo_ha": [0.1037, 0.1037],
  "elements": ["C", "N", "N", "O", "O", "O", "S", "H", "H", "H"],
  "positions_angstrom": [[-0.22879, -1.36660, 0.74946], [0.79541, 1.63417, 0.12563], [-0.32271, -0.63729, -0.62795], [0.13733, -2.51436, 0.58489], [-0.49887, -0.65506, 1.68940], [-0.00683, 2.33749, -0.63730], [-1.60716, 0.23807, -1.10433], [0.33033, 1.26427, 0.96520], [1.28065, 0.88366, -0.37649], [0.12064, -1.18434, -1.36852]],
  "forces_ev_per_angstrom": [[0.081, 0.522, -1.209], [-0.523, 0.254, -0.369], [-0.211, -0.186, -0.166], [0.398, -1.115, 0.001], [-0.330, 0.676, 1.137], [-0.437, -1.399, 0.231], [0.931, 1.121, 0.157], [0.129, -0.044, -0.175], [0.047, 0.020, 0.062], [-0.085, 0.151, 0.331]]
}

(5)
{
  "formula": "CH3N2O5S2",
  "method": "ωB97M-V with the def2-TZVPD basis set",
  "energy_ev": -35974.11655,
  "de_lowest_kcal_mol": 0.00,
  "charge": -1,
  "e_homo_ev": -5.84,
  "e_lumo_ha": 0.1330,
  "elements": ["C", "N", "N", "O", "O", "O", "O", "O", "S", "S", "H", "H", "H"],
  "positions_angstrom": [[2.21672, 0.17858, 1.02846], [-1.51472, 0.76849, 0.39590], [0.13402, -0.27772, -1.28922], [2.85252, 0.30424, 0.01968], [-3.56845, -0.23117, -0.64297], [-1.64027, -1.75711, -0.15320], [0.94238, 0.21041, 1.21615], [0.41908, 2.10306, -0.37450], [-2.58899, -0.51315, 0.40029], [-0.11282, 0.77952, -0.20505], [2.72625, -0.02000, 2.01062], [1.05451, -0.16443, -1.67646], [-0.92024, -1.38073, -0.72971]],
  "forces_ev_per_angstrom": [[1.010, -0.418, 1.281], [0.536, -0.307, 0.011], [-0.606, 0.391, 0.388], [0.283, 0.141, -0.838], [-0.097, 0.071, 0.083], [-1.071, 0.414, 0.855], [-1.605, 0.431, -0.371], [0.027, -0.220, 0.109], [0.765, -0.954, -0.630], [0.316, 0.441, -0.178], [-0.170, 0.059, -0.387], [0.469, 0.027, -0.034], [0.144, -0.075, -0.290]]
}

(6)
{
  "formula": "CH3N2PS",
  "method": "ωB97M-V with the def2-TZVPD basis set",
  "energy_ev": -24185.49603,
  "de_lowest_kcal_mol": 104.73,
  "e_homo_ev": [-9.74, -9.74],
  "e_lumo_ha": [-0.1209, -0.1080],
  "elements": ["C", "N", "N", "P", "S", "H", "H", "H"],
  "positions_angstrom": [[2.10210, 0.62910, 0.29742], [2.45397, 1.61456, -0.13758], [-1.12145, 0.22651, 0.35142], [-0.30671, -0.58368, -0.87832], [0.82005, -1.83868, 0.17454], [-1.87351, 0.87749, 0.19101], [-0.68881, 0.74459, 1.10783], [-1.38565, -1.66988, -1.10634]],
  "forces_ev_per_angstrom": [[-1.420, -3.944, 1.213], [0.950, 2.852, -1.168], [-0.752, 1.398, 0.537], [-1.828, -1.458, 0.880], [1.283, 0.956, -0.191], [-0.613, -0.261, -1.180], [1.241, -0.814, 0.026], [1.140, 1.269, -0.117]]
}

(7)
{
  "formula": "CH3N2S",
  "method": "ωB97M-V with the def2-TZVPD basis set",
  "energy_ev": -14887.70361,
  "de_lowest_kcal_mol": 92.95,
  "charge": 1,
  "e_homo_ev": -15.24,
  "e_lumo_ha": -0.2440,
  "elements": ["C", "N", "N", "S", "H", "H", "H"],
  "positions_angstrom": [[0.42322, -1.62013, -0.66074], [0.34003, -0.21581, 0.03115], [-0.62733, 0.82384, 0.00410], [0.55948, -1.78565, 0.93345], [1.14713, 0.34900, -0.19284], [-1.61358, 0.69219, -0.12208], [-0.22895, 1.75656, 0.00696]],
  "forces_ev_per_angstrom": [[-0.968, 1.244, -2.191], [-0.543, 0.697, -0.959], [0.516, -1.340, 0.382], [-0.059, 1.188, 2.252], [1.164, -0.747, 0.397], [-0.065, -0.611, -0.114], [-0.046, -0.431, 0.234]]
}

(8)
{
  "formula": "CH3N2S",
  "method": "ωB97M-V with the def2-TZVPD basis set",
  "energy_ev": -14890.26615,
  "de_lowest_kcal_mol": 33.86,
  "charge": 1,
  "e_homo_ev": -14.89,
  "e_lumo_ha": -0.1997,
  "elements": ["C", "N", "N", "S", "H", "H", "H"],
  "positions_angstrom": [[-0.13821, 0.20052, -0.12705], [-0.77617, 0.81227, 0.88040], [0.95873, -0.39869, -0.36867], [-1.53669, 0.89295, -0.77576], [-1.21684, 0.30516, 1.64630], [1.63202, -0.69197, 0.33184], [1.07716, -1.12024, -1.58707]],
  "forces_ev_per_angstrom": [[-0.485, 0.440, 0.220], [0.534, 0.396, -0.044], [0.697, -3.517, -4.927], [-0.099, -0.289, 0.004], [-0.069, -0.249, -0.167], [-0.162, 0.094, 0.130], [-0.416, 3.125, 4.784]]
}

(9)
{
  "formula": "CH3N2S",
  "method": "ωB97M-V with the def2-TZVPD basis set",
  "energy_ev": -14890.90276,
  "de_lowest_kcal_mol": 19.18,
  "charge": 1,
  "e_homo_ev": -15.40,
  "e_lumo_ha": -0.2254,
  "elements": ["C", "N", "N", "S", "H", "H", "H"],
  "positions_angstrom": [[0.20776, -0.00970, 0.02240], [0.86238, -1.25806, -0.07758], [-1.03308, 0.70973, 0.10349], [1.85962, 0.33497, 0.34736], [0.95802, -1.77718, -0.94703], [-1.88102, 0.33413, 0.09213], [-0.97369, 1.66609, 0.45923]],
  "forces_ev_per_angstrom": [[-2.032, 0.863, 0.907], [-1.773, 3.456, 1.236], [9.319, -0.484, -0.051], [-1.629, -1.220, -0.930], [0.127, 0.416, -0.508], [-4.275, -2.601, -0.408], [0.263, -0.431, -0.245]]
}

(10)
{
  "formula": "CH3N3O",
  "method": "ωB97M-V with the def2-TZVPD basis set",
  "energy_ev": -7599.14536,
  "de_lowest_kcal_mol": 102.78,
  "e_homo_ev": [-7.91, -7.90],
  "e_lumo_ha": [0.0204, 0.0204],
  "elements": ["C", "N", "N", "N", "O", "H", "H", "H"],
  "positions_angstrom": [[-0.62915, -1.53598, 0.10346], [0.12741, -0.67340, 0.39057], [0.66596, 0.98501, -0.03810], [-0.15573, 1.71073, -0.60420], [-1.40990, -2.11671, -0.45187], [0.82281, -0.72377, 1.08122], [1.52134, 0.71967, -0.53857], [-0.94275, 1.63445, 0.05749]],
  "forces_ev_per_angstrom": [[0.943, 0.093, 0.149], [1.542, -1.992, 2.524], [1.817, 4.079, 0.818], [-0.282, -0.729, -1.053], [-4.164, -3.230, -2.239], [0.403, -0.160, 0.850], [-0.037, 0.746, -1.078], [-0.223, 1.193, 0.029]]
}

What did the first record say?
{
  "formula": "CH3N2O2",
  "method": "ωB97M-V with the def2-TZVPD basis set",
  "energy_ev": -8147.92392,
  "de_lowest_kcal_mol": 74.01,
  "charge": 1,
  "e_homo_ev": -17.43,
  "smiles": "[NH2+]=C[N+](=O)[O-]",
  "e_lumo_ha": -0.2457,
  "elements": ["N", "C", "N", "O", "O", "H", "H", "H"],
  "positions_angstrom": [[-1.08051, 0.32072, 0.23516], [-0.14502, -0.37425, -0.29763], [1.19106, -0.17006, 0.02371], [1.84352, -0.81131, 0.76994], [1.42211, 0.92672, -0.49204], [-2.03702, 0.24580, -0.06890], [-0.80572, 1.16318, 0.98051], [-0.38842, -1.30079, -1.15076]],
  "forces_ev_per_angstrom": [[2.210, 2.417, 2.294], [-3.657, -3.853, -3.007], [1.212, 2.877, 0.853], [0.242, -0.957, 0.036], [0.767, -0.544, -0.299], [-0.414, -0.123, -0.048], [-1.046, -2.777, -2.428], [0.686, 2.961, 2.599]]
}

Please write out number 2 again, unchanged.
{
  "formula": "CH3N2O2S",
  "method": "ωB97M-V with the def2-TZVPD basis set",
  "energy_ev": -18995.41410,
  "de_lowest_kcal_mol": 43.42,
  "charge": -1,
  "e_homo_ev": -2.40,
  "e_lumo_ha": 0.1314,
  "elements": ["C", "N", "N", "O", "O", "S", "H", "H", "H"],
  "positions_angstrom": [[2.37162, -0.28897, -0.13722], [-1.06381, -0.89642, 0.49894], [-0.59796, 0.41571, 0.77182], [2.95141, 0.40974, 0.56707], [1.91317, -1.02980, -0.88604], [-0.76009, 1.51454, -0.45874], [-0.65243, -1.26998, -0.36526], [-2.08580, -0.89869, 0.36047], [-2.07611, 2.04387, -0.35104]],
  "forces_ev_per_angstrom": [[-0.084, 0.032, 0.066], [-0.448, -0.510, -0.333], [0.757, 0.308, 0.696], [0.504, 0.826, 0.823], [-0.634, -0.802, -0.805], [-0.804, 0.224, -0.293], [-0.189, 0.138, 0.027], [0.318, 0.017, -0.071], [0.580, -0.232, -0.111]]
}